Entry 1:
Density functional theory data (wB97M-V/def2-TZVPD) for C9H33NO9Y as an isolated structure in a non-equilibrium geometry.

Last column: natural (NBO) charge in e.
Element x y z (Å)
Y -3.23 -1.37 -0.91  1.509
C 3.34 -1.19 1.44  -0.612
C 3.20 0.34 1.28  0.096
C 4.72 0.82 1.27  -0.393
C 4.96 2.23 0.76  -0.409
C 4.17 2.44 -0.55  -0.407
C 2.64 2.01 -0.68  0.119
N 2.44 0.74 0.07  0.075
O 1.21 0.17 -0.06  -0.353
C 2.37 1.90 -2.16  -0.618
C 1.78 3.14 -0.05  -0.628
C 2.60 1.00 2.58  -0.634
H 4.00 -1.54 2.23  0.230
H 3.67 -1.70 0.53  0.229
H 2.37 -1.63 1.66  0.211
H 5.30 0.21 0.58  0.205
H 5.13 0.77 2.28  0.228
H 6.04 2.32 0.80  0.233
H 4.56 3.02 1.40  0.190
H 4.63 1.64 -1.12  0.199
H 4.30 3.44 -0.98  0.228
H 2.43 2.87 -2.65  0.227
H 1.38 1.48 -2.32  0.239
H 3.11 1.27 -2.66  0.224
H 2.16 3.36 0.95  0.210
H 0.73 2.84 -0.04  0.230
H 2.02 4.13 -0.44  0.230
H 1.56 0.68 2.64  0.216
H 2.57 2.09 2.63  0.221
H 2.92 0.65 3.56  0.232
O -1.89 -1.70 -3.89  -1.212
H -2.63 -1.55 -4.50  0.417
O -1.97 -4.68 -0.83  -0.955
H -1.23 -5.09 -1.28  0.491
H -2.14 -5.24 -0.08  0.477
O -3.04 2.03 -2.06  -0.952
H -3.59 2.74 -1.75  0.475
H -2.34 2.47 -2.54  0.489
O -5.60 -3.26 1.00  -0.958
H -5.97 -3.17 1.88  0.485
H -6.21 -3.85 0.55  0.483
O -5.29 -3.32 -2.97  -0.959
H -5.82 -3.98 -2.54  0.471
H -5.35 -3.54 -3.91  0.492
O -6.47 0.08 -1.35  -0.957
H -6.89 0.53 -0.61  0.477
H -7.17 -0.09 -1.97  0.490
O -3.90 0.49 1.80  -0.965
H -3.78 0.15 2.69  0.492
H -4.43 1.28 1.92  0.488
O -1.37 -2.69 2.52  -0.951
H -0.47 -2.37 2.66  0.480
H -1.50 -3.33 3.21  0.474

Calculated values
Total charge ... +1
HOMO-LUMO gap ... 2.78 eV
LUMO energy ... -5.1 eV
Relative energy (zero: lowest compared OMol25 entry of this formula, charge and spin) ... 269.3 kcal/mol
F_max ... 0.08686 Eh/bohr

---

Entry 2:
Density functional theory data (wB97M-V/def2-TZVPD) for C29H41O28Pd2 as an isolated structure in a non-equilibrium geometry.

Last column: Mulliken charge in e.
Element x y z (Å)
Pd -0.74 3.80 -0.86  0.581
Pd 3.02 3.25 -0.90  0.879
C 0.80 -0.08 -1.20  0.841
C 0.14 1.00 -0.45  1.392
O 0.84 2.26 -0.50  0.179
H 0.88 0.06 -2.27  -0.382
H 0.17 -0.97 -1.14  -0.690
H 1.72 -0.49 -0.77  -0.041
H 0.08 0.71 0.60  -0.434
H -0.91 1.14 -0.72  -0.300
C 1.61 0.55 3.89  0.219
C 1.59 1.85 4.66  -0.205
O 2.03 2.80 3.70  -0.328
C 2.71 2.10 2.63  0.243
O 3.18 2.64 1.60  -0.447
O 2.43 0.69 2.80  -0.054
H 0.61 0.37 3.49  -0.393
H 1.89 -0.34 4.45  0.487
H 2.32 1.77 5.46  0.359
H 0.59 2.12 5.02  -0.025
C -4.26 -0.07 -2.03  0.445
C -4.17 -1.62 -2.02  -0.458
O -2.95 -1.84 -2.56  -0.082
C -2.48 -0.79 -3.13  0.481
O -1.50 -0.75 -3.89  -0.550
O -3.33 0.27 -2.99  -0.332
H -4.01 0.27 -1.03  -0.495
H -5.23 0.44 -2.11  0.412
H -5.00 -2.10 -2.55  0.328
H -4.26 -2.01 -1.01  0.201
C -0.90 -4.36 -3.13  -0.132
C 0.16 -3.50 -2.59  1.413
O 1.24 -3.68 -3.47  -0.277
C 0.80 -4.05 -4.60  0.736
O 1.46 -4.14 -5.62  -0.068
O -0.52 -4.35 -4.50  -0.278
H -1.92 -4.00 -3.04  0.202
H -0.96 -5.31 -2.60  0.313
H 0.55 -3.89 -1.64  -0.063
H -0.17 -2.47 -2.48  -0.920
C 1.80 -2.40 1.37  1.425
C 1.87 -3.50 2.43  -0.321
O 3.18 -3.22 3.01  -0.397
C 3.88 -2.38 2.25  0.499
O 5.02 -2.00 2.53  -0.580
O 3.12 -1.99 1.21  -0.024
H 1.11 -1.62 1.70  -0.577
H 1.34 -2.80 0.46  -0.599
H 1.94 -4.50 1.99  0.314
H 1.06 -3.37 3.15  0.325
C -2.51 -0.74 1.71  0.432
C -1.90 -1.47 2.89  -0.058
O -1.41 -2.71 2.51  -0.320
C -1.60 -2.76 1.11  0.345
O -1.13 -3.63 0.36  -0.550
O -2.21 -1.56 0.69  0.045
H -2.02 0.23 1.69  -0.408
H -3.59 -0.71 1.83  0.197
H -2.75 -1.55 3.57  0.425
H -1.21 -0.70 3.24  -0.036
C -2.18 3.16 4.46  -0.282
C -2.25 4.68 4.38  -0.489
O -1.59 5.07 3.21  -0.366
C -1.06 4.02 2.61  0.575
O -0.51 4.03 1.50  -0.533
O -1.28 2.91 3.31  0.049
H -3.19 2.76 4.39  0.079
H -1.67 2.93 5.39  0.423
H -1.66 4.98 5.24  0.340
H -3.30 4.97 4.39  0.317
C -5.43 2.87 2.11  -0.478
C -5.87 2.00 0.90  -0.325
O -4.88 2.38 -0.04  -0.296
C -3.85 2.91 0.55  0.282
O -2.79 3.10 0.06  -0.183
O -4.12 3.13 1.83  -0.218
H -5.54 2.34 3.05  0.374
H -5.97 3.81 2.08  0.308
H -6.89 2.24 0.59  0.361
H -5.86 0.94 1.13  0.195
C 5.41 -1.44 -1.75  -0.334
C 6.69 -0.83 -1.27  -0.483
O 6.45 0.52 -1.45  -0.279
C 5.13 0.71 -1.16  0.243
O 4.58 1.80 -0.78  -0.476
O 4.44 -0.47 -1.25  0.049
H 5.20 -2.38 -1.24  0.281
H 5.29 -1.59 -2.82  0.285
H 7.52 -1.22 -1.86  0.351
H 6.92 -0.98 -0.22  0.312
C 1.30 0.49 -5.54  -0.257
C 2.71 -0.03 -5.34  -0.041
O 3.21 0.89 -4.38  -0.301
C 2.26 1.71 -3.93  0.518
O 2.39 2.47 -2.92  -0.537
O 1.11 1.43 -4.49  -0.216
H 0.48 -0.23 -5.51  0.161
H 1.20 1.05 -6.48  0.333
H 3.40 -0.04 -6.19  0.364
H 2.68 -0.98 -4.81  -0.002

Calculated values
Total charge ... +3
Multiplicity ... 5
HOMO-LUMO gap (spin up / spin down) ... 9.36 / 2.52 eV
LUMO energy (spin up / spin down) ... -7.2 / -13.6 eV
Expectation value of S² ... 6.02
F_max ... 0.12011 Eh/bohr

---

Entry 3:
Density functional theory data (wB97M-V/def2-TZVPD) for C20H42FNO11S4 as an isolated structure in a non-equilibrium geometry.

Last column: Mulliken charge in e.
Element x y z (Å)
N 21.69 26.47 21.58  -0.042
H 22.44 25.93 21.57  0.411
H 21.12 26.54 22.42  0.162
H 21.10 26.09 20.78  0.206
H 21.90 27.58 21.45  0.064
F 19.79 28.52 21.36  -0.525
C 16.42 30.15 21.82  -2.157
C 17.67 30.98 22.38  2.214
C 18.48 31.67 21.29  0.904
O 18.55 32.98 21.79  -0.412
C 17.60 33.12 22.72  0.544
O 17.32 34.20 23.22  -0.604
O 17.30 31.91 23.21  -0.384
H 15.88 30.90 21.54  0.892
H 15.93 29.58 22.54  0.380
H 16.43 29.70 20.83  0.211
H 18.27 30.16 22.72  -1.197
H 17.93 31.67 20.27  0.127
H 19.40 31.17 21.37  -0.610
C 21.80 31.87 22.98  -0.589
C 22.36 31.80 21.51  -0.349
C 23.58 30.86 21.52  -0.797
S 23.42 29.93 23.00  1.158
O 24.36 30.56 24.00  -0.716
O 23.42 28.54 22.75  -0.664
C 21.79 30.43 23.46  0.528
H 20.69 32.62 22.85  0.005
H 22.43 32.65 23.60  0.385
H 22.51 32.71 21.04  0.711
H 21.74 31.25 20.90  -0.287
H 24.53 31.50 21.59  0.341
H 23.72 30.21 20.71  0.522
H 21.89 30.53 24.65  0.502
H 20.89 29.79 23.15  -0.844
C 19.83 26.81 25.75  -0.667
C 18.69 26.50 26.62  -0.518
C 17.85 27.65 26.87  -1.324
S 17.80 28.50 25.37  1.393
O 18.02 29.93 25.62  -0.711
O 16.60 28.16 24.67  -0.632
C 19.20 27.58 24.58  2.350
H 20.66 25.76 25.31  0.236
H 20.72 27.36 26.19  0.310
H 18.92 26.02 27.75  0.313
H 18.22 25.69 26.06  0.198
H 18.19 27.96 27.61  0.870
H 16.84 27.47 27.41  0.399
H 19.89 28.28 24.11  -1.231
H 19.02 26.95 23.68  -0.929
C 20.32 29.28 15.97  -0.409
C 19.12 29.07 16.91  -0.825
C 19.49 29.49 18.25  -0.334
S 21.10 28.61 18.44  1.326
O 20.92 27.14 18.65  -0.761
O 22.01 29.37 19.20  -0.752
C 21.56 28.84 16.71  -0.933
H 20.50 30.35 15.59  0.223
H 20.32 28.52 15.17  0.307
H 18.77 28.12 16.72  0.451
H 18.22 29.67 16.48  0.344
H 18.91 29.18 19.05  0.150
H 19.55 30.58 18.16  0.309
H 22.06 27.98 16.19  0.341
H 22.36 29.49 16.96  0.379
C 16.46 25.35 21.94  -1.354
C 17.24 26.25 21.11  0.566
C 17.90 25.44 19.85  -0.720
S 18.25 23.90 20.51  1.220
O 19.69 23.97 20.69  -0.673
O 17.59 22.89 19.75  -0.707
C 17.50 24.13 22.10  -1.119
H 15.67 24.93 21.61  0.708
H 16.38 25.88 22.85  0.264
H 18.13 26.51 21.66  -0.349
H 16.53 26.97 21.01  0.459
H 18.65 25.96 19.50  0.161
H 17.29 25.34 19.04  0.504
H 18.13 24.39 22.65  0.611
H 17.13 23.15 22.46  0.469

Calculated values
Total charge ... 0
HOMO-LUMO gap ... 9.66 eV
LUMO energy ... -0.1 eV
Relative energy (zero: lowest compared OMol25 entry of this formula, charge and spin) ... 85.3 kcal/mol
F_max ... 0.28522 Eh/bohr

---

Entry 4:
Density functional theory data (wB97M-V/def2-TZVPD) for one molecule with the formula C3H4ClN in a non-equilibrium geometry.

Last column: natural (NBO) charge in e.
Element x y z (Å)
N 2.24 0.06 -1.30  -0.305
C 1.25 -0.24 -0.83  0.270
C 0.14 -0.63 0.05  -0.520
C -0.81 0.51 0.31  -0.353
Cl -0.33 1.63 1.63  -0.047
H 0.54 -1.16 0.90  0.262
H -0.31 -1.30 -0.63  0.251
H -1.81 0.09 0.48  0.221
H -0.91 1.05 -0.60  0.222

Calculated values
Total charge ... 0
HOMO-LUMO gap ... 11.94 eV
LUMO energy ... 0.6 eV
Relative energy (zero: lowest compared OMol25 entry of this formula, charge and spin) ... 0.0 kcal/mol
F_max ... 0.03861 Eh/bohr

---

E_tot
In order: -30814.117, -94992.363, -91479.244, -17187.735
Unit: eV